1.
This record from the Open Molecules 2025 dataset describes the molecule C4H5NO. The level of theory is ωB97M-V/def2-TZVPD.

```
11
Properties=species:S:1:pos:R:3:mulliken_charge:R:1
C 1.513 0.062 -0.006 -1.01
C 0.024 0.147 0.119 0.61
C -0.718 0.019 -1.004 -0.26
O -1.993 -0.239 -0.729 -0.17
N -2.154 -0.206 0.635 -0.35
C -0.973 0.051 1.139 -0.45
H 2.118 0.833 0.478 0.30
H 1.869 -0.921 0.320 0.24
H 1.666 0.060 -1.089 0.31
H -0.441 0.208 -2.030 0.39
H -0.918 0.231 2.207 0.39
```

For the total energy, the calculation gives -7764.72880 eV. Its LUMO energy is 0.9372 eV. Its structure (SMILES) is Cc1cnoc1. As for the spin multiplicity: 1. The energy relative to the best compared isomer or geometry (same formula, charge and spin) comes out at 41.5 kcal/mol. Its HOMO-LUMO gap is 10.57 eV.

***

2.
This record from the Open Molecules 2025 dataset describes the molecule C23H23N3O5S. The level of theory is ωB97M-V/def2-TZVPD.

```
55
Properties=species:S:1:pos:R:3:mulliken_charge:R:1
C -0.240 0.747 2.077 -0.70
N 0.889 1.546 2.500 0.26
C 1.241 2.713 1.909 0.90
O 2.191 3.376 2.282 -0.70
C 0.374 3.213 0.759 -0.98
H -0.617 3.519 1.120 0.47
H 0.872 4.092 0.336 0.30
O 0.231 2.225 -0.247 -0.05
C -0.948 2.173 -0.895 0.01
O -1.853 2.947 -0.691 -0.68
C -1.022 1.054 -1.827 0.16
C -2.095 0.822 -2.673 -0.50
N -1.874 -0.353 -3.288 0.93
N -0.726 -0.905 -2.879 -1.09
C -0.181 -0.084 -2.005 -0.02
C 1.085 -0.426 -1.359 0.56
C 2.145 0.474 -1.315 -0.21
C 3.334 0.115 -0.707 -0.44
C 3.480 -1.143 -0.145 -0.62
C 2.433 -2.049 -0.199 -0.48
C 1.242 -1.695 -0.806 -0.45
H 0.422 -2.395 -0.858 0.45
H 2.548 -3.035 0.227 0.47
H 4.412 -1.422 0.324 0.39
H 4.153 0.819 -0.676 0.42
H 2.042 1.446 -1.770 0.43
C -2.662 -1.007 -4.245 1.16
C -2.160 -2.160 -4.842 -0.51
C -2.913 -2.827 -5.789 -0.59
C -4.164 -2.352 -6.148 -0.49
C -4.662 -1.207 -5.550 -0.71
C -3.919 -0.530 -4.600 -0.44
H -4.326 0.356 -4.139 0.27
H -5.638 -0.835 -5.824 0.37
H -4.751 -2.874 -6.888 0.38
H -2.520 -3.720 -6.250 0.37
H -1.184 -2.511 -4.548 0.38
H -2.952 1.439 -2.843 0.51
C 1.760 1.068 3.564 -0.49
C 1.007 0.660 4.816 -0.95
H 1.595 0.830 5.712 0.40
H 0.033 1.127 4.911 0.37
S 0.794 -1.156 4.684 1.12
O -0.573 -1.477 4.364 -0.67
O 1.361 -1.792 5.838 -0.71
C 1.865 -1.416 3.226 -0.55
C 2.642 -0.123 3.128 -0.47
H 3.008 0.050 2.115 -0.02
H 3.499 -0.165 3.802 0.50
H 1.227 -1.604 2.369 0.10
H 2.491 -2.278 3.428 0.60
H 2.418 1.922 3.772 0.53
H -0.001 0.173 1.178 -0.10
H -1.097 1.385 1.862 0.40
H -0.532 0.059 2.867 0.39
```

For the total energy, the calculation gives -49767.46244 eV. Its LUMO energy is 0.2618 eV. Its structure (SMILES) is CN(C(=O)COC(=O)c1cn(-c2ccccc2)nc1-c1ccccc1)[C@@H]1CCS(=O)(=O)C1. As for the spin multiplicity: 1. The energy relative to the best compared isomer or geometry (same formula, charge and spin) comes out at 53.6 kcal/mol. Its HOMO-LUMO gap is 9.16 eV.

***

3.
This record from the Open Molecules 2025 dataset describes the molecule C4H4OS. The level of theory is ωB97M-V/def2-TZVPD.

```
10
Properties=species:S:1:pos:R:3:mulliken_charge:R:1
C 0.029 -2.373 -0.065 -0.24
C -0.198 -1.192 -0.057 -0.52
C -1.179 0.250 0.022 0.56
C 0.831 1.388 0.010 -0.76
O -0.566 1.386 0.052 -0.28
S -2.767 -0.135 -0.032 -0.22
H 0.302 -3.361 0.055 0.45
H 1.152 2.277 0.396 0.29
H 1.218 1.212 -0.941 0.36
H 1.177 0.547 0.561 0.37
```

For the total energy, the calculation gives -17091.32310 eV. Its LUMO energy is -0.0193 eV. Its structure (SMILES) is C#CC(=S)OC. As for the spin multiplicity: 1. The energy relative to the best compared isomer or geometry (same formula, charge and spin) comes out at 88.1 kcal/mol. Its HOMO-LUMO gap is 8.86 eV.

***

4.
This record from the Open Molecules 2025 dataset describes a cluster of 2 separate species, C29H23F5N2O4S in total. The level of theory is ωB97M-V/def2-TZVPD.

```
64
Properties=species:S:1:pos:R:3:mulliken_charge:R:1
C -4.978 0.660 0.288 -0.84
N -4.213 1.890 0.402 0.12
C -4.819 3.135 0.483 -0.87
C -3.837 4.050 0.619 -0.29
N -2.626 3.368 0.634 0.39
C -1.367 4.026 0.834 -1.48
C -0.980 5.026 -0.048 0.61
F -1.797 5.350 -1.080 -0.30
C 0.266 5.632 0.064 0.43
F 0.648 6.583 -0.815 -0.29
C 1.137 5.214 1.069 0.50
F 2.399 5.691 1.105 -0.33
C 0.733 4.261 2.008 0.48
F 1.596 3.832 2.955 -0.35
C -0.537 3.704 1.904 1.03
F -0.968 2.812 2.830 -0.38
C -2.864 2.045 0.468 0.44
C -1.887 0.932 0.453 0.13
C -0.499 1.238 0.104 -0.63
C 0.486 0.345 0.384 -0.25
C 1.884 0.749 0.428 1.02
C 2.819 0.022 1.204 -0.25
C 4.118 0.489 1.374 -0.77
C 4.520 1.691 0.774 -0.51
C 3.616 2.406 -0.019 -0.80
C 2.323 1.925 -0.223 -0.21
O -2.255 -0.223 0.758 -0.69
H -4.300 -0.177 0.121 0.32
H -5.546 0.487 1.211 0.35
H -5.691 0.756 -0.540 0.33
H -5.886 3.260 0.437 0.50
H -3.890 5.117 0.732 0.50
H -0.314 2.196 -0.383 0.53
H 0.236 -0.645 0.756 0.19
H 2.476 -0.896 1.687 0.46
H 4.821 -0.077 1.988 0.40
H 5.532 2.069 0.919 0.41
H 3.912 3.346 -0.488 0.47
H 1.643 2.455 -0.894 0.57
C 3.982 -1.732 -3.637 -1.32
C 2.599 -1.488 -3.093 0.30
O 1.951 -2.771 -2.903 -0.38
C 0.818 -2.651 -2.152 0.64
C -0.020 -3.812 -2.270 -0.78
S -1.534 -3.860 -1.564 0.37
C -1.228 -4.721 0.002 0.11
C -1.084 -3.977 1.175 0.05
C -0.779 -4.639 2.369 -0.59
C -0.622 -6.030 2.381 -0.39
C -0.774 -6.764 1.200 -0.44
C -1.080 -6.106 0.005 -0.59
O -2.446 -4.754 -2.319 -0.75
O 0.569 -1.657 -1.475 -0.50
H 4.399 -0.779 -3.968 0.39
H 4.632 -2.129 -2.850 0.31
H 3.972 -2.429 -4.480 0.33
H 2.653 -0.952 -2.136 -0.09
H 1.991 -0.907 -3.802 0.25
H 0.234 -4.580 -2.993 0.35
H -1.226 -2.896 1.137 0.33
H -0.668 -4.058 3.286 0.37
H -0.382 -6.543 3.314 0.34
H -0.661 -7.849 1.196 0.35
H -1.205 -6.659 -0.924 0.39
```

For the total energy, the calculation gives -66033.30272 eV. Its LUMO energy is -2.2428 eV. As for the spin multiplicity: 1. Its HOMO-LUMO gap is 3.02 eV.

***

5.
This record from the Open Molecules 2025 dataset describes a cluster of 2 separate species, CH9N6 in total. The level of theory is ωB97M-V/def2-TZVPD.

```
16
Properties=species:S:1:pos:R:3:mulliken_charge:R:1
C 0.407 -1.562 1.574 0.35
N 1.458 -1.852 1.967 -0.18
N -0.767 -1.675 1.212 -0.36
N 1.570 0.889 -0.885 -0.55
N -1.658 1.263 -0.955 -0.62
N 0.424 0.576 -0.060 -0.34
N -0.797 0.127 -0.705 -0.06
H 2.291 -1.539 2.515 0.34
H -1.631 -1.787 1.703 0.33
H 0.280 1.420 0.439 0.29
H 1.864 0.221 -1.572 0.25
H 1.485 1.856 -1.185 0.23
H -2.372 1.101 -1.637 0.27
H -1.049 1.962 -1.346 0.25
H -0.546 -0.265 -1.586 0.28
H -0.958 -0.735 0.521 0.51
```

For the total energy, the calculation gives -10112.48569 eV. Its LUMO energy is -2.9915 eV. As for the spin multiplicity: 1. The energy relative to the best compared isomer or geometry (same formula, charge and spin) comes out at 90.1 kcal/mol. Its HOMO-LUMO gap is 10.48 eV. As for the net charge: +1.

***

6.
This record from the Open Molecules 2025 dataset describes a structure of composition C9H38AlI2N18O10. The level of theory is ωB97M-V/def2-TZVPD.

```
78
Properties=species:S:1:pos:R:3:mulliken_charge:R:1
O -4.652 -6.641 5.324 -0.51
Al -3.182 -5.834 4.884 0.26
I -3.455 -4.843 2.487 -0.31
I -1.094 -7.350 4.959 -0.38
H -4.756 -7.488 4.922 0.26
H -2.989 -4.630 5.885 -0.23
C -0.068 -1.852 1.967 0.58
O -0.538 -1.990 3.077 -0.62
N 1.249 -1.494 1.758 -0.30
N -0.821 -2.030 0.819 -0.24
H 1.663 -1.352 0.854 0.15
H 1.793 -1.317 2.572 0.19
H -1.779 -2.292 0.933 0.14
H -0.451 -1.899 -0.099 0.14
C 2.619 1.421 -0.583 0.56
O 2.024 0.346 -0.623 -0.66
N 2.399 2.360 -1.572 -0.32
N 3.507 1.746 0.400 -0.27
H 2.814 3.269 -1.601 0.20
H 1.780 2.085 -2.304 0.18
H 3.659 1.062 1.109 0.17
H 4.033 2.616 0.440 0.19
C -7.054 -2.391 -0.299 0.54
O -7.282 -2.212 -1.506 -0.75
N -8.016 -2.197 0.645 -0.27
N -5.833 -2.808 0.158 -0.17
H -7.890 -2.439 1.615 0.30
H -8.914 -1.916 0.322 0.19
H -5.143 -3.022 -0.528 0.14
H -5.594 -2.916 1.131 0.09
C -5.428 1.710 -2.273 0.55
O -5.257 2.912 -2.142 -0.66
N -4.599 0.940 -3.074 -0.35
N -6.433 1.018 -1.658 -0.28
H -4.730 -0.045 -3.196 0.18
H -3.851 1.404 -3.542 0.19
H -7.052 1.531 -1.070 0.17
H -6.584 0.022 -1.759 0.20
C 6.007 4.505 -0.639 0.79
O 5.144 4.453 0.248 -0.75
N 7.185 5.159 -0.433 -0.31
N 5.807 3.922 -1.860 -0.18
H 7.911 5.222 -1.116 0.14
H 7.353 5.550 0.475 0.13
H 4.956 3.420 -1.998 0.01
H 6.457 3.933 -2.618 0.13
C 4.334 1.655 -4.890 0.61
O 4.960 2.215 -4.008 -0.63
N 4.671 0.378 -5.286 -0.48
N 3.254 2.223 -5.526 -0.37
H 4.183 -0.128 -6.003 0.23
H 5.452 -0.050 -4.835 0.17
H 2.990 3.143 -5.248 0.20
H 2.725 1.759 -6.239 0.19
C 8.430 5.666 3.223 0.68
O 8.774 5.500 2.061 -0.65
N 7.108 5.785 3.584 -0.32
N 9.347 5.732 4.249 -0.42
H 6.804 5.911 4.527 0.17
H 6.419 5.711 2.862 0.18
H 10.310 5.640 4.007 0.21
H 9.095 5.858 5.207 0.15
C 1.084 -1.871 -5.091 0.65
O 1.287 -1.901 -6.298 -0.67
N 1.973 -1.269 -4.236 -0.19
N -0.032 -2.438 -4.518 -0.33
H 1.862 -1.209 -3.240 0.15
H 2.780 -0.866 -4.656 0.07
H -0.674 -2.896 -5.130 0.21
H -0.214 -2.427 -3.534 0.15
C -7.744 -3.813 4.320 0.59
O -7.834 -3.401 3.162 -0.72
N -8.795 -3.635 5.210 -0.41
N -6.653 -4.436 4.814 -0.13
H -8.766 -3.950 6.158 0.16
H -9.611 -3.176 4.872 0.21
H -5.860 -4.622 4.225 -0.02
H -6.575 -4.732 5.766 0.13
```

For the total energy, the calculation gives -80062.35947 eV. Its LUMO energy is 1.5257 eV. As for the spin multiplicity: 1. The energy relative to the best compared isomer or geometry (same formula, charge and spin) comes out at 12.8 kcal/mol. Its HOMO-LUMO gap is 7.26 eV. As for the net charge: -1.

***

Number 1: HOMO energy -9.63 eV, maximum force 0.61 eV/A. Number 2: HOMO energy -8.89 eV, maximum force 1.10 eV/A. Number 3: HOMO energy -8.88 eV, maximum force 4.77 eV/A. Number 4: HOMO energy -5.26 eV, maximum force 3.60 eV/A. Number 5: HOMO energy -13.47 eV, maximum force 4.75 eV/A. Number 6: HOMO energy -5.74 eV, maximum force 1.00 eV/A.